{"formula": "C31H30BF5O2S", "method": "ωB97M-V/def2-TZVPD", "lumo_ha": -0.145, "energy_ev": -61826.49931, "mol_weight_g_mol": 572.45, "gap_ev": 2.537, "elements": ["C", "C", "C", "C", "C", "B", "C", "C", "C", "C", "C", "F", "F", "F", "C", "C", "O", "C", "C", "C", "C", "C", "C", "O", "S", "H", "H", "H", "H", "H", "H", "H", "H", "H", "H", "H", "H", "H", "H", "H", "H", "H", "H", "H", "H", "H", "F", "C", "C", "C", "C", "C", "C", "C", "C", "C", "C", "C", "F", "C", "C", "H", "H", "H", "H", "H", "H", "H", "H", "H"], "xyz": [[-3.4117, 6.3400, -0.2846], [-2.9111, 5.0295, 0.1800], [-2.9369, 4.5299, 1.4682], [-2.3170, 3.2426, 1.6037], [-1.8271, 2.7865, 0.3951], [-1.1655, 1.3281, 0.0671], [0.4595, 1.5908, -0.0022], [1.1354, 1.9161, 1.1614], [2.5112, 2.1689, 1.1337], [3.1867, 2.0816, -0.0775], [4.6791, 2.3226, -0.0859], [5.1987, 2.3121, -1.3467], [5.0068, 3.5208, 0.4777], [5.3316, 1.3513, 0.6244], [2.5191, 1.7580, -1.2493], [1.1435, 1.4954, -1.2024], [-1.6412, 0.6243, 1.2355], [-2.2771, -0.5150, 0.6968], [-1.2262, -1.5715, 0.5569], [-3.2976, -1.0847, 1.6570], [-2.7761, -0.0286, -0.7577], [-2.8648, -1.0960, -1.8499], [-4.1032, 0.6959, -0.6037], [-1.7412, 0.8692, -1.1600], [-2.1824, 3.8811, -0.8955], [-3.8958, 6.8674, 0.5362], [-2.5919, 6.9609, -0.6544], [-4.1345, 6.2004, -1.0912], [-3.3897, 5.0731, 2.2872], [-2.2571, 2.7299, 2.5542], [0.5860, 1.9938, 2.0995], [3.0369, 2.4382, 2.0443], [3.0521, 1.6971, -2.1914], [0.6204, 1.2329, -2.1223], [-1.6542, -2.5439, 0.2858], [-0.5211, -1.2337, -0.2147], [-0.6706, -1.6768, 1.4942], [-3.6919, -2.0136, 1.2259], [-2.7827, -1.3338, 2.5925], [-4.1109, -0.3922, 1.8801], [-3.5273, -1.9193, -1.5567], [-3.2781, -0.6340, -2.7532], [-1.8752, -1.4867, -2.1126], [-4.8874, -0.0447, -0.4014], [-4.0640, 1.4066, 0.2285], [-4.3544, 1.2278, -1.5266], [5.4166, -0.7253, -1.6008], [4.2765, -1.3909, -1.9815], [4.1558, -1.7852, -3.3108], [3.0051, -2.4853, -3.6999], [1.9987, -2.7424, -2.7831], [2.1148, -2.3074, -1.4317], [1.0415, -2.6399, -0.5527], [1.1758, -3.2818, 0.7289], [0.3004, -4.3678, 1.0516], [0.2129, -4.8496, 2.3461], [1.0002, -4.3002, 3.3731], [1.9386, -3.3348, 3.0227], [2.6965, -2.7710, 4.0261], [2.0886, -2.8507, 1.7285], [3.2685, -1.5855, -1.0414], [4.9147, -1.4840, -4.0365], [2.9014, -2.8352, -4.7243], [1.0874, -3.2791, -3.0762], [0.1047, -2.8534, -1.0881], [-0.3203, -4.7977, 0.2537], [-0.4737, -5.6633, 2.5761], [0.8419, -4.5711, 4.4159], [2.8276, -2.0824, 1.5189], [3.3246, -1.1142, -0.0603]], "nbo_charge": [-0.63, -0.23, -0.27, -0.30, -0.39, 0.78, -0.22, -0.19, -0.20, -0.21, 0.98, -0.33, -0.33, -0.34, -0.16, -0.25, -0.72, 0.23, -0.61, -0.62, 0.28, -0.63, -0.65, -0.74, 0.40, 0.21, 0.21, 0.21, 0.20, 0.22, 0.22, 0.22, 0.21, 0.22, 0.19, 0.22, 0.22, 0.19, 0.21, 0.23, 0.20, 0.22, 0.19, 0.19, 0.24, 0.22, -0.31, 0.47, -0.21, -0.20, -0.12, -0.17, 0.23, -0.15, -0.12, -0.21, -0.19, 0.39, -0.31, -0.19, -0.21, 0.25, 0.24, 0.23, 0.24, 0.23, 0.24, 0.25, 0.25, 0.25]}



{"formula": "C3H6N2O", "method": "ωB97M-V/def2-TZVPD", "lumo_ha": 0.033, "energy_ev": -8235.23130, "mol_weight_g_mol": 86.09, "gap_ev": 10.435, "smiles": "NC(=O)[C@H]1CN1", "elements": ["N", "C", "O", "C", "C", "N", "H", "H", "H", "H", "H", "H"], "xyz": [[1.7718, 0.3881, -0.5698], [1.0192, 0.4270, 0.5659], [1.4962, 0.5445, 1.6794], [-0.4797, 0.3448, 0.3656], [-1.1973, -0.5273, -0.6054], [-1.0651, -0.9170, 0.7835], [2.7724, 0.3622, -0.4558], [1.3840, 0.2255, -1.4856], [-0.9938, 1.2622, 0.6579], [-0.6456, -1.1729, -1.2861], [-2.1575, -0.1723, -0.9821], [-1.9047, -0.7648, 1.3324]], "nbo_charge": [-0.82, 0.66, -0.60, -0.19, -0.26, -0.56, 0.40, 0.40, 0.21, 0.20, 0.20, 0.36]}



{"formula": "C6H16O", "method": "ωB97M-V/def2-TZVPD", "lumo_ha": 0.036, "energy_ev": -8523.85307, "mol_weight_g_mol": 104.19, "gap_ev": 10.407, "smiles": "CCCCC.CO", "elements": ["C", "C", "C", "C", "C", "C", "H", "H", "H", "H", "H", "H", "H", "H", "H", "H", "H", "H", "H", "H", "H", "H", "O"], "xyz": [[1.4458, 1.5222, -0.2912], [0.0873, 1.2179, 0.3656], [-0.6724, 0.0769, -0.1670], [-2.2034, 0.3494, 0.3166], [-2.9709, -0.8625, -0.1905], [2.3945, -1.2586, 0.4257], [2.3004, 0.8225, 0.2339], [1.4249, 1.0718, -1.4832], [1.9535, 2.5903, -0.0765], [-0.4127, 2.1629, 0.1383], [0.2885, 0.9630, 1.4278], [-0.6793, 0.2501, -1.2234], [-0.3555, -0.9152, 0.2085], [-2.5039, 1.3324, 0.1570], [-2.1590, 0.1231, 1.4462], [-2.5020, -1.8169, 0.1009], [-4.0767, -0.9134, 0.0955], [-2.9081, -0.8510, -1.1756], [0.7963, -0.2170, -0.2306], [2.9482, -2.1298, 0.2864], [3.1766, -0.6405, 0.6343], [1.6949, -1.4651, 1.3171], [1.5661, -0.8299, -0.5765]], "nbo_charge": [-0.64, -0.46, -0.50, -0.36, -0.60, -0.24, 0.22, 0.23, 0.22, 0.23, 0.21, 0.22, 0.25, 0.21, 0.19, 0.20, 0.21, 0.19, 0.54, 0.18, 0.15, 0.14, -0.81]}



{"formula": "C42H30Cl2N7O5Rb", "method": "ωB97M-V/def2-TZVPD", "charge": -2, "lumo_ha": 0.130, "energy_ev": -90413.39810, "mol_weight_g_mol": 869.12, "gap_ev": 4.915, "elements": ["Rb", "Cl", "C", "C", "C", "N", "C", "O", "C", "C", "C", "C", "C", "N", "C", "C", "C", "Cl", "N", "C", "O", "C", "C", "C", "C", "C", "N", "H", "H", "H", "H", "H", "H", "H", "H", "H", "H", "C", "C", "C", "C", "N", "C", "C", "C", "C", "C", "C", "N", "C", "C", "C", "C", "C", "N", "H", "H", "H", "H", "H", "H", "H", "H", "H", "H", "H", "C", "O", "C", "C", "C", "C", "C", "C", "O", "C", "O", "C", "H", "H", "H", "H", "H", "H", "H", "H", "H"], "xyz": [[0.1392, -0.4314, -0.2771], [-1.2715, -7.7021, -3.3263], [-0.6252, -6.0766, -3.2148], [-0.6213, -5.4421, -1.9878], [-0.1355, -4.1374, -1.8211], [-0.2693, -3.4588, -0.6090], [-0.2171, -4.1557, 0.5101], [0.0976, -5.3489, 0.7281], [-0.5929, -3.3777, 1.7753], [-0.1258, -3.8661, 2.9992], [-0.4973, -3.2366, 4.1686], [-1.3538, -2.1449, 4.0968], [-1.7688, -1.7331, 2.8429], [-1.3954, -2.3154, 1.7052], [0.4009, -3.4716, -2.9646], [0.3906, -4.1495, -4.1921], [-0.1205, -5.4270, -4.3239], [-0.1013, -6.1893, -5.9016], [0.8016, -2.1344, -2.8617], [1.6859, -1.6615, -3.7221], [2.3852, -2.2360, -4.5888], [1.8900, -0.1427, -3.6608], [2.9905, 0.3940, -4.3346], [3.1769, 1.7614, -4.3420], [2.2551, 2.5678, -3.6878], [1.1965, 1.9503, -3.0418], [1.0131, 0.6324, -3.0252], [-1.0031, -5.9677, -1.1275], [0.5084, -4.7403, 2.9759], [-0.1307, -3.5916, 5.1257], [-1.6843, -1.6170, 4.9827], [-2.4330, -0.8792, 2.7400], [0.8110, -3.6609, -5.0561], [3.6523, -0.2970, -4.8360], [4.0290, 2.1985, -4.8516], [2.3546, 3.6460, -3.6633], [0.4722, 2.5377, -2.4886], [-1.1347, 1.5046, 4.0594], [-2.4856, 1.6386, 4.3250], [-3.3676, 1.8068, 3.2658], [-2.8504, 1.8403, 1.9743], [-1.5501, 1.7131, 1.7181], [-0.7138, 1.5463, 2.7334], [-3.7198, 1.9988, 0.7704], [-4.9254, 2.6973, 0.8081], [-5.6559, 2.8059, -0.3646], [-5.1650, 2.2291, -1.5238], [-3.9452, 1.5547, -1.4668], [-3.2509, 1.4456, -0.3412], [-3.3302, 0.9106, -2.6629], [-3.4491, 1.4662, -3.9302], [-2.7953, 0.8407, -4.9854], [-2.0644, -0.3040, -4.7338], [-2.0148, -0.7907, -3.4294], [-2.6332, -0.1976, -2.4181], [-0.4095, 1.3504, 4.8469], [-2.8590, 1.5923, 5.3413], [-4.4334, 1.8789, 3.4382], [0.3287, 1.4142, 2.4686], [-5.2701, 3.1596, 1.7232], [-6.5997, 3.3376, -0.3737], [-5.7196, 2.2784, -2.4512], [-4.0021, 2.3847, -4.0804], [-2.8446, 1.2577, -5.9842], [-1.5155, -0.8151, -5.5133], [-1.4237, -1.6643, -3.1874], [4.8105, -0.0640, 5.7695], [4.8888, 1.2693, 5.3220], [4.2081, 1.5744, 4.1642], [4.3509, 2.9105, 3.7326], [3.7097, 3.2833, 2.5792], [2.9088, 2.4160, 1.8135], [2.2443, 2.9100, 0.6139], [2.6221, 4.2885, 0.0636], [1.3759, 2.3059, -0.0026], [2.7438, 1.0439, 2.2567], [2.0424, 0.1896, 1.6694], [3.4464, 0.6797, 3.4694], [5.4293, -0.1230, 6.6637], [5.1885, -0.7619, 5.0168], [3.7824, -0.3447, 6.0178], [4.9570, 3.5967, 4.3079], [3.8184, 4.3114, 2.2560], [3.6655, 4.5653, 0.2005], [1.9943, 5.0480, 0.5371], [2.3872, 4.2733, -0.9993], [3.3217, -0.3486, 3.7776]], "lowdin_charge": [0.77, 0.57, -0.70, -0.06, -0.21, 0.07, -0.52, -0.05, -0.19, -0.02, -0.08, -0.09, -0.16, 0.09, -0.22, -0.06, -0.70, 0.57, 0.06, -0.51, -0.06, -0.19, -0.02, -0.09, -0.09, -0.16, 0.08, 0.09, 0.11, 0.09, 0.09, 0.09, 0.09, 0.10, 0.09, 0.09, 0.10, -0.05, -0.08, -0.04, -0.23, 0.14, -0.10, -0.20, -0.03, -0.07, -0.02, -0.20, 0.20, -0.24, -0.04, -0.08, -0.05, -0.11, 0.14, 0.11, 0.10, 0.10, 0.08, 0.10, 0.10, 0.10, 0.10, 0.10, 0.11, 0.09, -0.11, -0.10, -0.30, -0.06, -0.07, -0.11, -0.40, -0.02, -0.03, -0.41, -0.16, 0.04, 0.08, 0.09, 0.09, 0.09, 0.09, 0.06, 0.08, 0.06, 0.10]}